1.
57
Properties=species:S:1:pos:R:3:mulliken_charge:R:1 method="wB97M-V/def2-TZVPD" homo_ha="-0.1643 / -0.1680" gap_ev="5.52 / 5.16" multiplicity=4 lumo_ev="1.051 / 0.587" e_above_lowest_kcal_mol=364.0 energy_ha=-9462.93115 total_charge=-1
Mn -0.5506 -0.9447 -0.6051 0.026
S -2.0939 -4.2861 2.5117 -0.645
Sb -0.7895 -3.9627 0.7095 0.347
S 0.5716 -1.8942 1.0313 -0.315
S -2.1400 -2.4321 -0.8201 -0.329
C -1.4806 4.6851 -1.1339 -0.818
N -2.1344 4.1314 -2.3450 0.388
C -2.0922 5.0551 -3.4860 -1.066
C -2.7230 3.0038 -2.5576 -0.352
C -1.2523 -0.3424 -2.3087 -0.136
C -1.7686 -0.3629 -3.5117 0.165
C -1.8248 -1.6545 -4.1752 -0.489
C -0.9069 -2.6136 -3.9530 -0.625
C 0.3056 -2.4416 -3.2051 -0.427
C 0.6000 -1.6857 -2.1152 1.062
H -1.7068 5.7505 -1.1153 0.359
H -0.4032 4.5339 -1.1869 0.289
H -1.8585 4.2266 -0.2286 0.233
H -2.6264 5.9683 -3.2251 0.360
H -2.5564 4.5773 -4.3426 0.368
H -1.0519 5.2932 -3.7066 0.344
H -3.8925 1.4963 -1.3857 0.349
H -1.1538 2.2059 -0.9175 -0.711
H -2.1967 0.5308 -3.9557 0.398
H -2.6456 -1.8288 -4.8602 0.388
H -0.9916 -3.5319 -4.5237 0.392
H 1.1636 -2.9299 -3.6655 0.385
C 5.6569 -1.3530 -0.0885 -0.848
Si 4.9620 -0.8219 -1.7374 -0.080
C 5.7667 -1.8381 -3.0947 -1.046
C 5.2515 0.9925 -2.0673 -0.804
C 3.1639 -1.1691 -1.8082 -0.215
C 1.9846 -1.4242 -1.9187 0.161
H 6.7394 -1.2042 -0.0608 0.297
H 5.4527 -2.4116 0.0846 0.294
H 5.2049 -0.7877 0.7271 0.249
H 6.8478 -1.6779 -3.1121 0.292
H 5.3656 -1.5655 -4.0728 0.290
H 5.5834 -2.9034 -2.9408 0.291
H 6.3211 1.2186 -2.0651 0.320
H 4.7616 1.6058 -1.3112 0.260
H 4.8426 1.2717 -3.0404 0.267
Cl 2.9406 1.0063 0.7608 -0.394
Ge 0.9436 1.1336 -0.1548 0.890
Cl 0.1775 2.7140 1.2483 -0.391
Cl 1.3358 2.4762 -1.9152 -0.418
Cl -2.0747 -0.9113 3.0403 -0.066
C -3.1804 0.2951 2.6319 -1.022
C -3.1628 1.0563 1.3551 -0.501
C -2.2416 0.7380 0.4314 1.020
Cl -2.5061 1.8179 -1.1359 0.591
C -4.2671 2.0327 1.5095 -0.274
Cl -4.6844 3.3765 0.5163 -0.198
C -4.8728 1.8087 2.6902 0.261
Cl -6.1852 2.6854 3.3403 -0.213
C -4.2081 0.7189 3.3871 0.267
Cl -4.6605 0.1543 4.9324 -0.222



2.
32
Properties=species:S:1:pos:R:3:mulliken_charge:R:1 method="wB97M-V/def2-TZVPD" homo_ha=-0.4102 gap_ev=8.47 lumo_ev=-2.693 e_above_lowest_kcal_mol=9.3 energy_ha=-920.68047 total_charge=+1
C -0.9387 -1.3292 2.1546 -0.942
C 0.1160 -2.0313 1.7421 -0.358
C -1.8162 -0.8545 1.0612 -0.347
C 0.1519 -2.3518 0.3082 -0.830
C 1.5458 0.6134 0.1521 -1.280
C 0.9742 0.2106 -2.3225 -0.824
C 0.4934 1.7017 0.3262 -0.775
C 0.8191 -0.9602 -3.2742 -0.729
C -1.5461 0.2847 0.4492 -0.542
C 1.3171 -0.4095 -0.9639 0.458
C 0.3684 -1.5647 -0.7498 0.347
C -1.4669 2.3593 1.6413 -0.920
N -0.6634 1.2352 1.1227 0.191
S -0.1532 -2.1787 -2.3293 -0.140
H -1.1831 -1.1336 3.1879 0.527
H 0.8291 -2.4791 2.4172 0.453
H -2.5459 -1.5381 0.6541 0.472
H -0.3238 -3.3057 0.1066 0.391
H 2.4838 1.1211 -0.0795 0.489
H 1.6940 0.0853 1.0971 0.399
H 1.7580 0.8883 -2.6587 0.376
H 0.0275 0.7511 -2.2820 0.320
H 0.9428 2.5398 0.8642 0.488
H 0.1315 2.0701 -0.6340 0.433
H 0.2777 -0.7107 -4.1836 0.440
H 1.7770 -1.4105 -3.5340 0.374
H -2.0600 0.6790 -0.4099 0.499
H 2.2920 -0.9053 -1.0939 0.454
H -1.9453 2.8844 0.8151 0.390
H -2.2379 1.9822 2.3116 0.358
H -0.8344 3.0617 2.1832 0.368
H -0.2846 0.6949 1.9206 0.462



3.
74
Properties=species:S:1:pos:R:3:mulliken_charge:R:1 method="wB97M-V/def2-TZVPD" homo_ha=-0.3174 gap_ev=9.33 lumo_ev=0.691 e_above_lowest_kcal_mol=50.5 smiles=COC[C@H](C)N.COC[C@H](C)N.COC[C@H](C)N.COC[C@H](C)N.O.O energy_ha=-1308.73035
O -1.6830 0.9427 -2.8299 -0.690
H -2.1450 1.4305 -2.1775 0.245
H -0.7765 1.0150 -2.4683 0.404
O 1.4713 1.2924 -2.0323 -0.754
H 1.2430 1.1701 -1.0184 0.180
H 2.3209 0.8440 -2.0573 0.281
C 3.5724 -1.2692 0.3731 -0.922
C 3.8430 -1.1971 1.8476 0.657
C 5.0393 -0.2624 2.1251 -0.912
O 6.1306 -0.9582 1.5143 -0.297
C 7.3268 -0.4484 2.0613 -0.748
N 2.6632 -0.6425 2.6746 -0.390
H 3.3490 -0.2959 -0.0761 0.220
H 2.8160 -2.0211 0.1895 -0.023
H 4.5760 -1.5364 -0.0368 0.534
H 4.1331 -2.1827 2.1598 0.202
H 5.2667 -0.1632 3.2017 0.468
H 4.8907 0.7263 1.6649 0.281
H 8.0913 -0.9962 1.5106 0.256
H 7.3276 -0.7000 3.1374 0.318
H 7.5256 0.6360 1.7981 0.268
H 1.8900 -1.3031 2.6710 -0.117
H 2.9385 -0.5208 3.6804 0.279
C -4.8881 -1.2690 -1.1030 -1.773
C -4.0582 -0.1541 -0.5729 1.973
C -4.8091 1.0710 -0.9859 -1.024
O -4.4365 2.1120 -0.1065 -0.238
C -5.3324 3.2690 -0.0556 -0.891
N -3.9017 -0.4009 0.8838 -0.716
H -5.9744 -1.3286 -0.7449 0.393
H -4.3828 -2.1985 -0.7920 0.428
H -4.8188 -1.3789 -2.2116 0.366
H -3.0493 -0.2762 -1.0284 -0.638
H -5.9422 0.8879 -0.8810 0.376
H -4.6614 1.3276 -2.0759 0.332
H -6.3161 2.8106 0.2036 0.343
H -5.2976 3.7677 -1.0743 0.295
H -4.9883 3.9183 0.7451 0.247
H -3.6988 0.4156 1.3606 0.261
H -4.7212 -0.6733 1.3026 0.237
C -0.6967 -2.2643 -3.3749 -1.837
C 0.3740 -2.5560 -2.3425 1.429
C -0.1560 -2.9953 -0.9972 -1.060
O 0.9747 -3.0600 -0.1017 -0.364
C 0.4998 -3.4759 1.2211 -0.925
N 1.2798 -3.5355 -2.9820 -0.635
H -0.2329 -1.9639 -4.2844 0.480
H -1.4402 -1.5427 -3.0946 0.291
H -1.2797 -3.1753 -3.6645 0.414
H 0.9500 -1.6404 -2.1806 -0.167
H -0.6090 -3.9782 -0.9977 0.417
H -0.9107 -2.2968 -0.7850 0.478
H -0.5334 -3.5506 1.2308 0.485
H 0.8222 -2.8106 1.9848 0.189
H 0.7955 -4.4643 1.5069 0.323
H 0.9337 -4.0544 -3.7206 0.209
H 1.7804 -4.0988 -2.2946 0.218
C 1.5953 2.7020 1.3922 -1.486
C 0.3314 1.8811 1.2723 0.177
C -0.7565 2.6007 0.3761 0.069
O -1.0098 3.8068 1.0327 -0.370
C -2.0030 4.6098 0.4935 -0.043
N 0.6986 0.6045 0.5472 0.056
H 1.2503 3.6077 1.9374 0.445
H 2.0360 2.9860 0.4263 0.253
H 2.2749 2.1530 2.0593 0.343
H -0.0954 1.6489 2.2428 0.513
H -1.6758 1.9927 0.2022 -0.183
H -0.2543 2.8535 -0.5760 0.364
H -2.9397 4.0639 0.3878 -0.427
H -1.7111 5.0509 -0.4801 0.306
H -2.2836 5.3488 1.1788 0.403
H -0.0394 -0.0409 0.6520 0.080
H 1.4971 0.1337 0.9553 -0.155